ORCA calculation (ωB97M-V/def2-TZVPD) on C3H2O2 in the gas phase.

XYZ file:
```
7
Properties=species:S:1:pos:R:3:lowdin_charge:R:1
H 2.2113 -0.2558 -0.5363 0.177
C -1.5757 1.5834 -0.0006 0.149
C 1.3125 0.3964 -0.2179 -0.197
O 1.3788 1.6235 0.0094 0.049
H -2.1519 2.4446 -0.2655 0.042
O 0.0893 -0.2205 0.0544 0.006
C -0.9661 0.5483 0.0663 -0.226
```

Multiplicity: 1
Kohn-Sham gap (eV): 10.7
Lowest unoccupied orbital energy (eV): 0.64
SMILES string: C#COC=O
ΔE to the lowest compared entry with this formula, charge and spin (kcal per mole): 48.9

---

ORCA calculation (ωB97M-V/def2-TZVPD) on a molecular structure, C5H13ClI2N2OPPrS.

XYZ file:
```
27
Properties=species:S:1:pos:R:3:lowdin_charge:R:1
H 1.0040 0.9298 -3.7584 0.058
I 5.0742 -1.6498 -1.4371 0.140
H 1.0619 -0.8379 -3.7897 0.061
H -2.2515 -1.1463 -3.7331 0.068
Pr 0.1679 -0.8477 0.4529 0.584
O 2.7129 0.6126 -1.5651 -0.111
H -0.2364 0.0210 -4.6814 0.074
H -1.1960 2.3387 -2.6417 0.063
H 0.2654 2.0345 4.2300 0.116
H -0.5852 1.1823 5.4767 0.152
P -0.6927 -0.0175 -2.2963 0.740
C 1.8579 0.1146 -0.9462 -0.197
N -0.0874 1.1658 4.5865 0.156
C 0.3860 0.0249 -3.7745 -0.247
C -1.7748 1.4150 -2.6204 -0.233
C 0.3066 0.0468 3.9754 -0.803
Cl -2.1351 0.1787 0.8723 0.086
H -2.2256 1.2607 -3.6044 0.068
H -2.6586 -1.5458 -2.0174 0.058
H -1.2941 -2.3723 -2.8225 0.058
N -0.1613 -1.1390 4.4305 0.147
S 1.4365 0.2272 2.6742 0.646
I 5.6136 1.0667 -1.5372 0.250
H -2.5637 1.5398 -1.8761 0.044
C -1.8374 -1.4153 -2.7463 -0.232
H 0.2422 -1.9756 4.0026 0.118
H -0.4329 -1.2119 5.4014 0.138
```

Multiplicity: 3
Kohn-Sham gap (spin up / spin down) (eV): 5.9 / 6.0
Lowest unoccupied orbital energy (spin up / spin down) (eV): -8.36 / -8.26
Total charge: +2

---

ORCA calculation (ωB97M-V/def2-TZVPD) on C22H18F3N3O4 in the gas phase.

XYZ file:
```
50
Properties=species:S:1:pos:R:3:lowdin_charge:R:1
C 3.3285 3.2740 2.7511 -0.133
C 2.0080 1.7900 1.0952 -0.080
C 1.1068 1.2631 0.1255 -0.116
H 4.0084 3.6321 2.0003 0.094
C -4.9642 -0.9017 0.2329 -0.223
C 5.4207 0.9980 1.6754 -0.055
C 2.9880 0.8149 1.1875 -0.142
C -3.8160 -0.2512 -1.8089 -0.121
F -4.7821 -5.1213 -1.0212 0.155
N -5.8938 -0.8017 2.6108 0.168
C -5.4410 -0.6592 1.5413 -0.169
C -4.0364 -0.0851 -0.4194 0.047
C -0.2825 -0.2112 -1.8044 -0.006
N 2.7463 -0.2433 0.2932 0.136
F -5.0372 -5.6551 -3.0478 0.153
C 1.6160 0.0117 -0.3911 -0.236
C -4.6122 -4.6235 -2.2688 -0.545
O -5.4606 -3.4815 -2.5164 0.081
H 3.1728 1.5781 3.9449 0.088
H -0.7413 -0.7925 -2.4497 0.045
C -2.9635 0.7313 -2.6237 -0.115
C 1.9804 3.0361 2.0206 -0.115
H -3.5261 1.4240 -3.1819 0.117
C -4.3216 -1.4175 -2.4182 0.023
O 5.3271 -1.0843 0.6344 0.080
C 4.0078 0.8295 2.2509 -0.286
H -0.5926 2.6464 0.0364 0.119
C -0.1794 1.6809 -0.2934 0.067
C 0.8314 -0.8011 -1.1299 0.003
H 5.4461 1.9196 1.1424 0.126
H 1.8409 3.8521 1.3422 0.098
H -2.4842 0.1722 -3.4411 0.123
H -6.0145 -2.7448 0.1274 0.134
H -3.6242 0.7913 0.1257 0.143
H 7.4859 -0.6894 -0.1358 0.113
F -3.3058 -4.2615 -2.5125 0.145
H 1.0670 -1.8333 -1.3267 0.110
C -5.1167 -2.3156 -1.8148 -0.239
H -3.8868 -1.7099 -3.3915 0.146
N 3.8213 1.8806 3.2613 -0.002
O -2.0163 1.5047 -1.8623 -0.056
C -0.8579 0.9844 -1.3617 -0.263
C -5.4293 -2.0358 -0.4591 0.069
H 3.2761 4.0210 3.5322 0.105
H 3.9478 -0.1145 2.8134 0.166
H 1.2467 3.0761 2.8169 0.106
H 3.3379 -1.0843 0.2028 0.152
H 6.0116 1.0423 2.5801 0.132
O 7.3406 0.0836 0.4306 0.084
C 6.0223 -0.1190 0.9048 -0.424
```

Multiplicity: 1
Kohn-Sham gap (eV): 7.7
Lowest unoccupied orbital energy (eV): 0.03
SMILES string: N#Cc1cc(COc2ccc3[nH]c4c(c3c2)CCN[C@@H]4CC(=O)O)cc(OC(F)(F)F)c1
ΔE to the lowest compared entry with this formula, charge and spin (kcal per mole): 0.0

---

ORCA calculation (ωB97M-V/def2-TZVPD) on 9 unconnected molecules or ions with the total composition C26H51Cl4FN6O6.

XYZ file:
```
94
Properties=species:S:1:pos:R:3:lowdin_charge:R:1
H -3.8975 22.0272 27.4557 0.104
H -7.6129 23.0094 29.4947 0.078
H -8.8254 14.1080 28.7122 0.083
H -8.3122 22.8528 27.9092 0.078
Cl -2.0750 22.1685 15.7457 0.478
N -9.4167 21.8134 29.3775 0.013
H -2.5456 31.3732 26.1404 0.068
N -6.9430 14.6767 28.1852 -0.023
N -10.1569 16.9449 24.2258 0.007
H -10.1951 18.7634 29.0710 0.081
H -1.8378 29.2096 26.8377 0.131
H -11.7347 15.7692 23.6841 0.086
C 1.2548 28.0783 23.3028 -0.569
H -12.0197 16.3304 25.3513 0.086
H -4.4398 16.4373 28.1640 0.086
O -8.8851 15.4438 23.1400 0.019
C -1.1307 22.4463 25.7055 -0.295
H -11.5229 19.8929 29.0206 0.088
Cl 2.7490 17.9240 23.9543 0.500
H -9.1389 23.8772 29.1014 0.080
H -1.8599 28.4970 29.5231 0.074
Cl -1.0945 21.2678 18.3423 0.491
H -7.2428 17.5593 23.6038 0.083
H 2.4327 27.8119 21.6259 0.137
H -0.8510 20.1658 16.2522 0.033
F 0.1579 22.6601 25.9295 0.067
C -3.2428 31.5056 26.9677 -0.010
C -3.1381 30.3668 27.9411 -0.597
H -8.5377 18.7088 23.1489 0.073
H -5.7104 16.0989 26.9532 0.060
H -1.5230 27.4244 28.1368 0.074
C -8.5638 22.9614 28.9641 -0.029
H 0.7113 27.4212 20.1212 0.084
C 2.5191 28.1947 24.0906 -0.010
H 0.1859 26.0046 34.6783 0.074
H -5.7806 17.5875 27.8881 0.083
H -2.5470 20.2334 16.9948 0.016
C 1.0067 26.6260 34.3204 -0.029
H 3.0452 24.6498 30.8460 0.077
C -1.6238 20.7561 16.7447 -1.018
H -4.9111 22.0144 25.1647 0.101
H 1.8322 26.6785 35.0303 0.083
H 2.2098 28.3819 25.1189 0.086
N 1.2839 25.9983 32.9731 0.005
H -10.7663 15.1608 24.9504 0.079
H -4.2262 31.7541 26.5687 0.085
H -9.9542 21.8108 30.2325 0.134
C -1.5655 22.2979 24.4180 -0.025
N 1.5118 27.6998 22.0252 -0.015
C 2.4571 25.5534 31.0068 -0.006
C -2.2385 28.1219 28.5723 -0.047
C -6.4223 15.7383 28.8402 -0.582
H -0.4885 27.5781 21.3049 0.084
H 0.6558 27.6417 34.1376 0.078
H -2.9319 32.4116 27.4880 0.083
H -7.5004 13.2935 29.6524 0.090
C -8.1806 17.6826 23.0622 -0.008
C 3.6779 19.1955 24.7596 -1.024
H 2.9274 27.1902 23.9793 0.086
O -9.0786 20.5359 27.5852 0.017
C -10.5030 19.7617 29.3819 -0.008
H 1.4927 25.1447 30.7052 0.063
H -7.8864 17.6028 22.0156 0.082
H 2.8704 26.3106 30.3404 0.086
C -2.9423 22.1723 24.1795 -0.072
Cl 4.9866 18.4575 25.7155 0.473
H 4.1793 19.9007 24.0967 0.027
C 0.5094 27.1640 21.1610 -0.090
H -6.7139 14.6357 27.2023 0.118
C -3.8458 22.1709 25.2480 -0.094
C 2.4961 26.0581 32.4483 -0.612
C -2.0228 22.2706 26.8153 -0.006
C -9.1618 16.6062 23.4458 -0.588
H 0.5859 25.6108 32.3545 0.120
H -3.2359 21.7526 23.2287 0.103
H 0.3932 26.0912 21.3142 0.085
H -7.9513 12.8449 27.9756 0.083
H 3.2465 28.8894 23.6706 0.084
O -3.7647 30.5066 28.9870 0.024
H -0.9217 22.2636 23.5516 0.113
H -1.5560 22.2946 27.7889 0.109
O 3.4241 26.6232 32.9532 0.060
C -5.4999 16.5351 27.9297 0.009
O -6.6792 15.9764 29.9773 0.069
H -10.4177 19.6900 30.4662 0.081
C -11.2575 16.0744 24.6154 -0.058
H -10.2144 17.9010 24.5462 0.140
C -7.8296 13.6658 28.6823 -0.075
C -3.3817 22.2770 26.5404 -0.104
N -2.4757 29.2762 27.6180 0.039
O 0.1395 28.1570 23.8000 0.040
H -3.0397 27.5012 28.9735 0.074
H 3.0968 19.7719 25.4794 0.024
C -9.5831 20.7274 28.6898 -0.613
```

Multiplicity: 1
Kohn-Sham gap (eV): 9.4
Lowest unoccupied orbital energy (eV): 0.11
SMILES string: Fc1ccccc1.CNC(C)=O.CNC(C)=O.CNC(C)=O.CNC(C)=O.CNC(C)=O.CNC(C)=O.ClCCl.ClCCl

---

Q: Look up the multiplicity of the fourth one.
A: 1